#1
# C3H11NOS2

A 2-piece molecular cluster, C3H11NOS2 overall (the ωB97M-V functional and the def2-TZVPD basis, the Open Molecules 2025 dataset).

Output
SMILES: C[C@@H](N)CSS.O
LUMO level, eV: 0.5487

Bonds (Å) are listed after each position.
Cartesian coordinates (Å):
1 N 0.186 0.841 -1.318  C2 1.462, H7 1.019, H8 1.022
2 C 0.702 -0.389 -0.720  N1 1.462, C3 1.519, C4 1.531, H9 1.104
3 C 0.694 -1.541 -1.710  C2 1.519, H10 1.090, H11 1.084, H12 1.085
4 C 0.025 -0.814 0.586  C2 1.531, S5 1.827, H13 1.095, H14 1.087
5 S 0.570 0.244 1.973  C4 1.827, S6 2.069
6 S 0.003 -1.116 3.425  S5 2.069, H15 1.339
7 H 0.195 1.578 -0.614  N1 1.019
8 H -0.807 0.704 -1.517  N1 1.022
9 H 1.759 -0.221 -0.449  C2 1.104
10 H -0.307 -1.947 -1.851  C3 1.090
11 H 1.038 -1.219 -2.686  C3 1.084
12 H 1.325 -2.341 -1.334  C3 1.085
13 H -1.069 -0.767 0.554  C4 1.095
14 H 0.313 -1.835 0.824  C4 1.087
15 H -0.111 -0.237 4.428  S6 1.339
16 H -1.349 3.447 -0.507  O18 0.963
17 H -1.977 2.542 0.551  O18 0.964
18 O -1.192 3.070 0.365  H16 0.963, H17 0.964

---

#2
# C3H11NOS2

A 2-piece molecular cluster, C3H11NOS2 overall (the ωB97M-V functional and the def2-TZVPD basis, the Open Molecules 2025 dataset).

Output
SMILES: C[C@@H](N)CSS.O
LUMO level, eV: 0.3209

Bonds (Å) are listed after each position.
Cartesian coordinates (Å):
1 N 1.093 1.752 -0.590  C2 1.442, H7 1.021, H8 1.006
2 C 0.211 0.772 -0.008  N1 1.442, C3 1.536, C4 1.640, H9 1.080
3 C 0.858 -0.620 -0.055  C2 1.536, H10 1.164, H11 1.130, H12 1.209
4 C -1.186 0.762 -0.868  C2 1.640, S5 1.806, H13 1.131, H14 1.158
5 S -2.142 -0.653 -0.280  C4 1.806, S6 2.047
6 S -1.563 -2.398 -1.182  S5 2.047, H15 1.342
7 H 0.434 2.470 -0.895  N1 1.021
8 H 1.695 1.567 -1.374  N1 1.006
9 H -0.085 0.862 1.027  C2 1.080
10 H 1.981 -0.317 -0.096  C3 1.164
11 H 0.808 -1.210 0.908  C3 1.130
12 H 0.909 -1.399 -0.978  C3 1.209
13 H -1.796 1.705 -0.727  C4 1.131
14 H -1.006 0.765 -2.011  C4 1.158
15 H -0.821 -2.183 -2.279  S6 1.342
16 H -0.210 -0.090 2.805  O18 0.908
17 H 0.654 -1.249 3.102  O18 0.951
18 O 0.167 -0.536 3.501  H16 0.908, H17 0.951

---

#3
# C3H11NOS2

A 2-piece molecular cluster, C3H11NOS2 overall (the ωB97M-V functional and the def2-TZVPD basis, the Open Molecules 2025 dataset).

Output
SMILES: CNCCSS.O
LUMO level, eV: 0.5638

Bonds (Å) are listed after each position.
Cartesian coordinates (Å):
1 S 0.557 1.215 2.954  S2 2.131, H7 1.291
2 S 1.566 -0.008 1.531  S1 2.131, C3 1.811
3 C 0.852 0.435 -0.074  S2 1.811, C4 1.511, H8 1.121, H9 1.096
4 C -0.467 -0.260 -0.321  C3 1.511, N5 1.482, H10 1.101, H11 1.135
5 N -0.426 -1.728 -0.116  C4 1.482, C6 1.482, H12 1.007
6 C -1.586 -2.114 0.721  N5 1.482, H13 1.092, H14 1.111, H15 1.085
7 H -0.047 0.136 3.324  S1 1.291
8 H 1.663 0.226 -0.819  C3 1.121
9 H 0.658 1.513 -0.082  C3 1.096
10 H -1.124 0.119 0.476  C4 1.101
11 H -1.044 0.001 -1.264  C4 1.135
12 H -0.348 -2.133 -1.035  N5 1.007
13 H -2.473 -1.706 0.233  C6 1.092
14 H -1.896 -3.168 0.886  C6 1.111
15 H -1.331 -1.731 1.704  C6 1.085
16 H 2.173 3.061 -2.054  O18 0.969
17 H 1.666 3.458 -3.323  O18 0.969
18 O 1.607 2.684 -2.742  H16 0.969, H17 0.969

---

#4
# C3H11NOS2

A 2-piece molecular cluster, C3H11NOS2 overall (the ωB97M-V functional and the def2-TZVPD basis, the Open Molecules 2025 dataset).

Output
SMILES: CSSC.NCO
LUMO level, eV: 0.7315

Bonds (Å) are listed after each position.
Cartesian coordinates (Å):
1 N -0.010 3.345 -0.142  C2 1.407, H4 1.029, H5 1.030
2 C 0.342 2.232 0.644  N1 1.407, O3 1.436, H6 1.128, H7 1.063
3 O -0.611 1.889 1.662  C2 1.436, H8 0.952
4 H -0.910 3.178 -0.613  N1 1.029
5 H -0.112 4.156 0.484  N1 1.030
6 H 0.592 1.430 -0.109  C2 1.128
7 H 1.275 2.493 1.082  C2 1.063
8 H -0.419 1.011 1.976  O3 0.952
9 C -1.862 -2.008 -0.447  S10 1.834, H13 1.136, H14 1.066, H15 1.062
10 S -0.671 -1.439 0.827  C9 1.834, S11 2.027
11 S 0.896 -2.706 0.609  S10 2.027, C12 1.814
12 C 1.774 -1.939 -0.781  S11 1.814, H16 1.094, H17 1.080, H18 1.114
13 H -1.908 -1.202 -1.246  C9 1.136
14 H -1.466 -2.904 -0.867  C9 1.066
15 H -2.771 -2.200 0.068  C9 1.062
16 H 2.033 -0.895 -0.579  C12 1.094
17 H 2.717 -2.452 -0.894  C12 1.080
18 H 1.109 -1.990 -1.673  C12 1.114

---

Verdict on stability: #1 comes out on top.

---

#1
# C3H11NOS2

A 2-piece molecular cluster, C3H11NOS2 overall (the ωB97M-V functional and the def2-TZVPD basis, the Open Molecules 2025 dataset).

Output
SMILES: CSSCCN.O
LUMO level, eV: 0.7597

Bonds (Å) are listed after each position.
Cartesian coordinates (Å):
1 N 0.653 -0.272 1.899  C2 1.437, H7 0.970, H8 1.003
2 C 0.240 0.842 1.090  N1 1.437, C3 1.549, H9 1.091, H10 1.085
3 C 0.830 0.703 -0.336  C2 1.549, S4 1.852, H11 1.065, H12 1.073
4 S 0.483 2.280 -1.243  C3 1.852, S5 2.077
5 S -0.944 1.638 -2.608  S4 2.077, C6 1.779
6 C 0.082 0.828 -3.815  S5 1.779, H13 1.078, H14 1.093, H15 1.085
7 H 0.987 -0.088 2.791  N1 0.970
8 H 0.354 -1.201 1.671  N1 1.003
9 H -0.839 1.005 1.074  C2 1.091
10 H 0.609 1.770 1.515  C2 1.085
11 H 1.870 0.867 -0.167  C3 1.065
12 H 0.452 -0.212 -0.747  C3 1.073
13 H 0.819 0.128 -3.457  C6 1.078
14 H -0.635 0.296 -4.447  C6 1.093
15 H 0.580 1.551 -4.453  C6 1.085
16 H -2.062 -2.662 3.457  O18 0.962
17 H -1.780 -3.919 4.329  O18 0.960
18 O -1.700 -3.552 3.445  H16 0.962, H17 0.960

---

#2
# C3H11NOS2

A 2-piece molecular cluster, C3H11NOS2 overall (the ωB97M-V functional and the def2-TZVPD basis, the Open Molecules 2025 dataset).

Output
SMILES: NCCCSS.O
LUMO level, eV: 0.6001

Bonds (Å) are listed after each position.
Cartesian coordinates (Å):
1 S -1.253 3.515 -1.119  S2 2.058, H7 1.335
2 S 0.255 2.468 -0.189  S1 2.058, C3 1.804
3 C -0.458 0.811 -0.195  S2 1.804, C4 1.531, H8 1.092, H9 1.091
4 C 0.300 -0.138 0.738  C3 1.531, C5 1.522, H10 1.097, H11 1.085
5 C 1.610 -0.620 0.129  C4 1.522, N6 1.455, H12 1.094, H13 1.101
6 N 2.438 -1.263 1.137  C5 1.455, H14 1.008, H15 1.009
7 H -1.553 4.357 -0.127  S1 1.335
8 H -1.503 0.812 0.124  C3 1.092
9 H -0.431 0.422 -1.214  C3 1.091
10 H 0.472 0.409 1.673  C4 1.097
11 H -0.308 -0.998 0.997  C4 1.085
12 H 1.356 -1.307 -0.684  C5 1.094
13 H 2.137 0.210 -0.365  C5 1.101
14 H 3.274 -1.718 0.804  N6 1.008
15 H 2.675 -0.612 1.871  N6 1.009
16 H -2.264 -2.153 -0.906  O18 0.964
17 H -3.539 -2.230 -1.770  O18 0.965
18 O -3.209 -1.966 -0.903  H16 0.964, H17 0.965

---

Verdict on stability: #2 comes out on top.

---

#1
# C3H11NOS2

A 2-piece molecular cluster, C3H11NOS2 overall (the ωB97M-V functional and the def2-TZVPD basis, the Open Molecules 2025 dataset).

Output
SMILES: CSSCCN.O
LUMO level, eV: -1.4410

Bonds (Å) are listed after each position.
Cartesian coordinates (Å):
1 N 0.387 0.739 -1.927  C2 1.487, H7 0.992, H8 0.971
2 C 0.544 -0.730 -1.758  N1 1.487, C3 1.696, H9 1.110, H10 1.176
3 C 2.018 -1.056 -0.985  C2 1.696, S4 2.036, H11 1.064, H12 1.125
4 S 1.539 -0.193 0.796  C3 2.036, S5 2.059
5 S 0.691 1.044 2.206  S4 2.059, C6 1.776
6 C -0.553 -0.040 2.864  S5 1.776, H13 1.082, H14 1.098, H15 1.105
7 H 1.110 0.955 -2.571  N1 0.992
8 H 0.761 1.158 -1.136  N1 0.971
9 H 0.817 -1.068 -2.779  C2 1.110
10 H -0.429 -1.140 -1.238  C2 1.176
11 H 2.881 -0.508 -1.277  C3 1.064
12 H 2.201 -2.138 -0.738  C3 1.125
13 H -0.090 -0.628 3.644  C6 1.082
14 H -0.781 -0.728 2.039  C6 1.098
15 H -1.431 0.563 3.156  C6 1.105
16 H -2.763 0.963 0.527  O18 0.963
17 H -3.362 1.719 -0.799  O18 1.014
18 O -3.542 1.088 -0.025  H16 0.963, H17 1.014

---

#2
# C3H11NOS2

A 2-piece molecular cluster, C3H11NOS2 overall (the ωB97M-V functional and the def2-TZVPD basis, the Open Molecules 2025 dataset).

Output
SMILES: NCCCSS.O
LUMO level, eV: 0.4688

Bonds (Å) are listed after each position.
Cartesian coordinates (Å):
1 S 0.682 2.158 2.216  S2 2.102, H7 1.354
2 S 0.571 0.081 1.913  S1 2.102, C3 1.854
3 C -1.115 -0.008 1.150  S2 1.854, C4 1.557, H8 1.087, H9 1.102
4 C -1.091 0.186 -0.395  C3 1.557, C5 1.553, H10 1.100, H11 1.085
5 C -0.214 -0.918 -1.045  C4 1.553, N6 1.487, H12 1.089, H13 1.092
6 N -1.133 -1.640 -1.964  C5 1.487, H14 1.018, H15 1.015
7 H -0.013 2.623 1.151  S1 1.354
8 H -1.828 0.543 1.758  C3 1.087
9 H -1.404 -1.062 1.295  C3 1.102
10 H -0.687 1.185 -0.617  C4 1.100
11 H -2.153 0.199 -0.617  C4 1.085
12 H -0.050 -1.631 -0.238  C5 1.089
13 H 0.722 -0.540 -1.464  C5 1.092
14 H -0.588 -2.308 -2.505  N6 1.018
15 H -1.533 -1.011 -2.652  N6 1.015
16 H 3.284 0.378 1.424  O18 0.970
17 H 3.130 0.736 -0.131  O18 0.943
18 O 3.420 1.029 0.718  H16 0.970, H17 0.943

---

Verdict on stability: #2 comes out on top.